C77H169N5O7P2 | ωB97M-V with the def2-TZVPD basis set

Each atom is followed by the atoms it is bonded to, with distances in Å.
Cartesian coordinates (Å):
1 C -8.11 -29.03 2.09  C2 1.469, H10 1.089, H11 1.105, H12 1.118
2 C -7.47 -29.77 3.19  C1 1.469, C3 1.533, H13 1.081, H14 1.068
3 C -8.44 -30.42 4.17  C2 1.533, N4 1.499, H15 1.132, H16 1.117
4 N -7.80 -30.91 5.44  C3 1.499, C5 1.520, C6 1.518, C9 1.521
5 C -7.04 -29.83 6.18  N4 1.520, H17 1.092, H18 1.139, H19 1.099
6 C -6.90 -32.11 5.20  N4 1.518, C7 1.540, H20 1.063, H21 1.058
7 C -6.79 -32.82 6.56  C6 1.540, C8 1.535, H22 1.068, H23 1.104
8 C -8.05 -32.36 7.32  C7 1.535, C9 1.497, H24 1.086, H25 1.115
9 C -8.82 -31.44 6.44  N4 1.521, C8 1.497, H26 1.072, H27 1.068
10 H -7.37 -28.55 1.45  C1 1.089
11 H -8.78 -28.22 2.42  C1 1.105
12 H -8.77 -29.65 1.43  C1 1.118
13 H -6.74 -29.14 3.69  C2 1.081
14 H -6.89 -30.52 2.69  C2 1.068
15 H -8.93 -31.29 3.64  C3 1.132
16 H -9.25 -29.68 4.42  C3 1.117
17 H -6.14 -29.66 5.58  C5 1.092
18 H -6.67 -30.26 7.17  C5 1.139
19 H -7.66 -28.93 6.19  C5 1.099
20 H -5.91 -31.85 4.93  C6 1.063
21 H -7.32 -32.73 4.45  C6 1.058
22 H -5.91 -32.57 7.12  C7 1.068
23 H -6.82 -33.89 6.31  C7 1.104
24 H -7.86 -31.85 8.26  C8 1.086
25 H -8.72 -33.18 7.67  C8 1.115
26 H -9.26 -30.62 6.97  C9 1.072
27 H -9.60 -31.88 5.86  C9 1.068
28 C 7.10 -28.99 1.65  C29 1.565, H37 1.093, H38 1.114, H39 1.102
29 C 6.72 -30.33 2.37  C28 1.565, C30 1.484, H40 1.111, H41 1.106
30 C 6.04 -29.99 3.65  C29 1.484, N31 1.576, H42 1.107, H43 1.071
31 N 5.88 -31.18 4.67  C30 1.576, C32 1.463, C33 1.516, C36 1.572
32 C 5.28 -32.35 4.02  N31 1.463, H44 1.040, H45 1.082, H46 1.078
33 C 5.04 -30.70 5.84  N31 1.516, C34 1.486, H47 1.090, H48 1.103
34 C 5.15 -31.76 6.88  C33 1.486, C35 1.570, H49 1.101, H50 1.128
35 C 6.59 -32.34 6.65  C34 1.570, C36 1.538, H51 1.051, H52 1.096
36 C 7.18 -31.57 5.45  N31 1.572, C35 1.538, H53 1.105, H54 1.099
37 H 6.20 -28.61 1.16  C28 1.093
38 H 7.95 -29.19 0.97  C28 1.114
39 H 7.38 -28.27 2.43  C28 1.102
40 H 7.65 -30.91 2.52  C29 1.111
41 H 6.01 -30.79 1.66  C29 1.106
42 H 5.03 -29.62 3.40  C30 1.107
43 H 6.52 -29.19 4.19  C30 1.071
44 H 4.28 -32.20 3.78  C32 1.040
45 H 5.43 -33.17 4.70  C32 1.082
46 H 5.77 -32.49 3.07  C32 1.078
47 H 4.04 -30.44 5.52  C33 1.090
48 H 5.59 -29.82 6.20  C33 1.103
49 H 4.37 -32.50 6.64  C34 1.101
50 H 5.00 -31.38 7.93  C34 1.128
51 H 6.57 -33.37 6.43  C35 1.051
52 H 7.31 -32.16 7.46  C35 1.096
53 H 7.87 -32.08 4.76  C36 1.105
54 H 7.67 -30.63 5.74  C36 1.099
55 C -8.34 -29.43 -6.05  C56 1.537, H64 1.107, H65 1.088, H66 1.107
56 C -7.77 -29.18 -7.45  C55 1.537, C57 1.473, H67 1.127, H68 1.068
57 C -6.40 -28.72 -7.13  C56 1.473, N58 1.514, H69 1.103, H70 1.084
58 N -5.53 -28.38 -8.31  C57 1.514, C59 1.523, C60 1.496, C63 1.414
59 C -4.91 -29.63 -8.93  N58 1.523, H71 1.080, H72 1.096, H73 1.084
60 C -4.41 -27.56 -7.75  N58 1.496, C61 1.558, H74 1.078, H75 1.077
61 C -3.80 -26.97 -9.06  C60 1.558, C62 1.580, H76 1.065, H77 1.133
62 C -5.06 -26.74 -9.99  C61 1.580, C63 1.534, H78 1.099, H79 1.088
63 C -6.14 -27.58 -9.30  N58 1.414, C62 1.534, H80 1.143, H81 1.131
64 H -7.76 -30.09 -5.38  C55 1.107
65 H -9.30 -29.94 -6.12  C55 1.088
66 H -8.39 -28.52 -5.42  C55 1.107
67 H -8.41 -28.43 -7.98  C56 1.127
68 H -7.78 -30.10 -8.00  C56 1.068
69 H -5.85 -29.43 -6.49  C57 1.103
70 H -6.48 -27.79 -6.57  C57 1.084
71 H -5.76 -30.22 -9.23  C59 1.080
72 H -4.27 -30.09 -8.16  C59 1.096
73 H -4.45 -29.39 -9.88  C59 1.084
74 H -3.72 -28.20 -7.21  C60 1.078
75 H -4.86 -26.78 -7.17  C60 1.077
76 H -3.13 -27.63 -9.55  C61 1.065
77 H -3.24 -26.01 -8.82  C61 1.133
78 H -4.83 -27.05 -11.02  C62 1.099
79 H -5.38 -25.70 -9.94  C62 1.088
80 H -6.73 -28.23 -10.03  C63 1.143
81 H -6.91 -26.93 -8.78  C63 1.131
82 C -0.16 -25.00 2.53  C83 1.550, H91 1.048, H92 1.118, H93 1.130
83 C -1.66 -25.33 2.33  C82 1.550, C84 1.535, H94 1.088, H95 1.058
84 C -2.38 -23.98 2.21  C83 1.535, N85 1.424, H96 1.124, H97 1.108
85 N -3.71 -23.96 2.72  C84 1.424, C86 1.526, C87 1.486, C90 1.501
86 C -3.65 -24.30 4.21  N85 1.526, H98 1.158, H99 1.120, H100 1.073
87 C -4.67 -24.90 2.09  N85 1.486, C88 1.591, H101 1.109, H102 1.077
88 C -6.08 -24.17 2.05  C87 1.591, C89 1.529, H103 1.086, H104 1.115
89 C -5.81 -22.79 2.67  C88 1.529, C90 1.501, H105 1.104, H106 1.032
90 C -4.32 -22.59 2.62  N85 1.501, C89 1.501, H107 1.106, H108 1.099
91 H 0.22 -24.37 1.79  C82 1.048
92 H 0.45 -25.94 2.42  C82 1.118
93 H 0.07 -24.49 3.51  C82 1.130
94 H -1.99 -26.00 3.11  C83 1.088
95 H -1.93 -25.88 1.47  C83 1.058
96 H -2.53 -23.82 1.10  C84 1.124
97 H -1.93 -23.05 2.61  C84 1.108
98 H -3.50 -25.44 4.36  C86 1.158
99 H -4.55 -24.05 4.82  C86 1.120
100 H -2.77 -23.83 4.61  C86 1.073
101 H -4.55 -25.91 2.52  C87 1.109
102 H -4.33 -25.01 1.07  C87 1.077
103 H -6.82 -24.76 2.57  C88 1.086
104 H -6.49 -23.95 1.04  C88 1.115
105 H -6.21 -22.74 3.70  C89 1.104
106 H -6.28 -22.14 2.03  C89 1.032
107 H -3.97 -22.00 3.49  C90 1.106
108 H -4.08 -22.22 1.62  C90 1.099
109 C -1.07 -32.47 3.62  C110 1.551, H118 1.086, H119 1.106, H120 1.087
110 C -1.21 -32.22 2.10  C109 1.551, C111 1.502, H121 1.068, H122 1.088
111 C -1.46 -30.74 1.91  C110 1.502, N112 1.489, H123 1.087, H124 1.060
112 N -1.60 -30.24 0.52  C111 1.489, C113 1.494, C114 1.582, C117 1.507
113 C -2.74 -30.89 -0.20  N112 1.494, H125 1.056, H126 1.106, H127 1.058
114 C -0.31 -30.54 -0.34  N112 1.582, C115 1.527, H128 1.046, H129 1.104
115 C -0.55 -29.60 -1.52  C114 1.527, C116 1.516, H130 1.080, H131 1.088
116 C -1.55 -28.52 -1.14  C115 1.516, C117 1.501, H132 1.093, H133 1.108
117 C -1.82 -28.77 0.31  N112 1.507, C116 1.501, H134 1.081, H135 1.058
118 H -0.44 -33.32 3.86  C109 1.086
119 H -2.02 -32.53 4.20  C109 1.106
120 H -0.59 -31.63 4.12  C109 1.087
121 H -1.93 -32.90 1.69  C110 1.068
122 H -0.26 -32.41 1.61  C110 1.088
123 H -0.54 -30.28 2.29  C111 1.087
124 H -2.26 -30.34 2.47  C111 1.060
125 H -2.83 -30.68 -1.23  C113 1.056
126 H -3.68 -30.70 0.34  C113 1.106
127 H -2.54 -31.91 -0.02  C113 1.058
128 H -0.39 -31.56 -0.55  C114 1.046
129 H 0.54 -30.24 0.29  C114 1.104
130 H -0.94 -30.16 -2.35  C115 1.080
131 H 0.41 -29.17 -1.82  C115 1.088
132 H -2.45 -28.64 -1.74  C116 1.093
133 H -1.20 -27.48 -1.31  C116 1.108
134 H -2.81 -28.64 0.72  C117 1.081
135 H -1.08 -28.22 0.84  C117 1.058
136 C -2.28 -45.53 -0.28  C137 1.543, H153 1.135, H154 1.088, H155 1.086
137 C -2.50 -44.42 0.77  C136 1.543, C138 1.516, H156 1.092, H157 1.103
138 C -2.12 -43.02 0.34  C137 1.516, C139 1.525, H158 1.084, H159 1.120
139 C -3.21 -42.47 -0.58  C138 1.525, P140 1.871, H160 1.128, H161 1.079
140 P -3.15 -40.63 -0.94  C139 1.871, C141 1.779, C145 1.799, C149 1.771
141 C -1.92 -40.41 -2.20  P140 1.779, C142 1.538, H162 1.096, H163 1.064
142 C -0.52 -40.83 -1.73  C141 1.538, C143 1.546, H164 1.098, H165 1.115
143 C 0.58 -40.21 -2.62  C142 1.546, C144 1.565, H166 1.128, H167 1.084
144 C 1.98 -40.44 -1.96  C143 1.565, H168 1.143, H169 1.066, H170 1.072
145 C -4.73 -40.22 -1.70  P140 1.799, C146 1.523, H171 1.100, H172 1.097
146 C -5.04 -40.95 -2.99  C145 1.523, C147 1.555, H173 1.091, H174 1.123
147 C -6.41 -40.48 -3.56  C146 1.555, C148 1.556, H175 1.116, H176 1.077
148 C -6.73 -41.04 -4.98  C147 1.556, H177 1.124, H178 1.062, H179 1.089
149 C -2.91 -39.61 0.49  P140 1.771, C150 1.502, H180 1.121, H181 1.090
150 C -2.72 -38.14 0.30  C149 1.502, C151 1.551, H182 1.081, H183 1.134
151 C -1.43 -37.56 -0.33  C150 1.551, C152 1.596, H184 1.075, H185 1.067
152 C -0.11 -38.01 0.44  C151 1.596, H186 1.113, H187 1.035, H188 1.062
153 H -2.87 -45.50 -1.25  C136 1.135
154 H -2.57 -46.52 0.07  C136 1.088
155 H -1.27 -45.69 -0.63  C136 1.086
156 H -2.01 -44.69 1.71  C137 1.092
157 H -3.58 -44.42 1.01  C137 1.103
158 H -1.18 -43.02 -0.19  C138 1.084
159 H -2.22 -42.34 1.22  C138 1.120
160 H -4.21 -42.71 -0.13  C139 1.128
161 H -3.15 -42.88 -1.58  C139 1.079
162 H -1.97 -39.33 -2.40  C141 1.096
163 H -2.20 -40.91 -3.10  C141 1.064
164 H -0.41 -41.92 -1.79  C142 1.098
165 H -0.28 -40.63 -0.66  C142 1.115
166 H 0.46 -39.11 -2.80  C143 1.128
167 H 0.58 -40.57 -3.64  C143 1.084
168 H 2.82 -40.02 -2.61  C144 1.143
169 H 2.18 -41.49 -1.84  C144 1.066
170 H 2.03 -40.03 -0.97  C144 1.072
171 H -4.91 -39.16 -1.96  C145 1.100
172 H -5.47 -40.53 -0.95  C145 1.097
173 H -4.98 -42.03 -2.86  C146 1.091
174 H -4.21 -40.85 -3.74  C146 1.123
175 H -6.34 -39.37 -3.67  C147 1.116
176 H -7.26 -40.67 -2.93  C147 1.077
177 H -6.71 -42.15 -4.87  C148 1.124
178 H -5.95 -40.79 -5.65  C148 1.062
179 H -7.72 -40.80 -5.38  C148 1.089
180 H -2.00 -40.05 0.97  C149 1.121
181 H -3.67 -39.88 1.23  C149 1.090
182 H -2.81 -37.71 1.29  C150 1.081
183 H -3.65 -37.69 -0.18  C150 1.134
184 H -1.46 -36.49 -0.27  C151 1.075
185 H -1.40 -37.79 -1.37  C151 1.067
186 H -0.37 -37.64 1.46  C152 1.113
187 H 0.75 -37.54 0.12  C152 1.035
188 H 0.03 -39.07 0.40  C152 1.062
189 C -0.14 -33.52 -10.16  C190 1.529, H206 1.144, H207 1.092, H208 1.149
190 C -0.43 -32.20 -9.45  C189 1.529, C191 1.517, H209 1.068, H210 1.103
191 C 0.65 -31.76 -8.48  C190 1.517, C192 1.532, H211 1.121, H212 1.078
192 C 0.20 -30.64 -7.54  C191 1.532, P193 1.813, H213 1.095, H214 1.076
193 P 1.52 -30.22 -6.36  C192 1.813, C194 1.816, C198 1.770, C202 1.826
194 C 3.09 -29.68 -7.10  P193 1.816, C195 1.549, H215 1.069, H216 1.078
195 C 3.01 -28.30 -7.80  C194 1.549, C196 1.549, H217 1.089, H218 1.091
196 C 2.55 -28.43 -9.27  C195 1.549, C197 1.514, H219 1.093, H220 1.106
197 C 3.66 -28.97 -10.15  C196 1.514, H221 1.096, H222 1.080, H223 1.079
198 C 0.92 -28.87 -5.40  P193 1.770, C199 1.529, H224 1.127, H225 1.111
199 C 1.74 -28.48 -4.17  C198 1.529, C200 1.570, H226 1.074, H227 1.071
200 C 1.40 -27.07 -3.56  C199 1.570, C201 1.485, H228 1.112, H229 1.061
201 C 1.85 -25.90 -4.36  C200 1.485, H230 1.072, H231 1.143, H232 1.084
202 C 1.76 -31.67 -5.28  P193 1.826, C203 1.514, H233 1.112, H234 1.087
203 C 0.50 -32.33 -4.76  C202 1.514, C204 1.503, H235 1.104, H236 1.095
204 C 0.70 -33.26 -3.59  C203 1.503, C205 1.472, H237 1.149, H238 1.068
205 C 1.79 -34.25 -3.66  C204 1.472, H239 1.111, H240 1.062, H241 1.061
206 H 0.34 -34.34 -9.52  C189 1.144
207 H 0.52 -33.36 -11.01  C189 1.092
208 H -1.10 -33.86 -10.69  C189 1.149
209 H -1.35 -32.31 -8.91  C190 1.068
210 H -0.52 -31.35 -10.15  C190 1.103
211 H 1.54 -31.33 -9.00  C191 1.121
212 H 0.89 -32.60 -7.85  C191 1.078
213 H -0.72 -30.89 -7.01  C192 1.095
214 H -0.10 -29.76 -8.07  C192 1.076
215 H 3.45 -30.49 -7.70  C194 1.069
216 H 3.76 -29.71 -6.26  C194 1.078
217 H 4.03 -27.90 -7.78  C195 1.089
218 H 2.43 -27.72 -7.09  C195 1.091
219 H 2.30 -27.41 -9.59  C196 1.093
220 H 1.61 -29.01 -9.37  C196 1.106
221 H 3.37 -28.79 -11.19  C197 1.096
222 H 3.64 -30.01 -9.89  C197 1.080
223 H 4.59 -28.47 -9.91  C197 1.079
224 H -0.14 -29.14 -5.11  C198 1.127
225 H 0.79 -28.03 -6.11  C198 1.111
226 H 2.80 -28.48 -4.36  C199 1.074
227 H 1.66 -29.27 -3.45  C199 1.071
228 H 1.81 -27.07 -2.53  C200 1.112
229 H 0.36 -26.98 -3.39  C200 1.061
230 H 2.89 -25.70 -4.23  C201 1.072
231 H 1.22 -24.95 -4.26  C201 1.143
232 H 1.69 -26.13 -5.41  C201 1.084
233 H 2.26 -31.25 -4.38  C202 1.112
234 H 2.51 -32.35 -5.67  C202 1.087
235 H 0.09 -32.88 -5.62  C203 1.104
236 H -0.25 -31.58 -4.49  C203 1.095
237 H -0.32 -33.71 -3.30  C204 1.149
238 H 0.86 -32.64 -2.74  C204 1.068
239 H 1.77 -34.92 -4.54  C205 1.111
240 H 1.82 -34.82 -2.77  C205 1.062
241 H 2.73 -33.76 -3.64  C205 1.061
242 O -3.70 -28.10 4.13  C243 1.365, H246 0.957
243 C -4.35 -29.12 3.50  O242 1.365, O244 1.210, O245 1.254
244 O -4.38 -30.19 4.08  C243 1.210
245 O -4.65 -28.85 2.31  C243 1.254
246 H -3.39 -28.37 4.99  O242 0.957
247 C -3.73 -31.64 -5.06  C248 1.577, H251 1.063, H252 1.071, H253 1.087
248 C -2.93 -30.32 -5.41  C247 1.577, O249 1.262, O250 1.258
249 O -2.01 -29.94 -4.63  C248 1.262
250 O -3.16 -29.84 -6.54  C248 1.258
251 H -3.23 -32.52 -5.37  C247 1.063
252 H -4.63 -31.70 -5.64  C247 1.071
253 H -3.84 -31.74 -3.99  C247 1.087
254 C 1.40 -28.53 3.94  C255 1.601, H258 1.082, H259 1.072, H260 1.080
255 C 1.93 -29.85 3.21  C254 1.601, O256 1.253, O257 1.247
256 O 2.78 -30.51 3.85  C255 1.253
257 O 1.45 -30.10 2.09  C255 1.247
258 H 0.69 -27.94 3.37  C254 1.082
259 H 2.26 -27.98 4.28  C254 1.072
260 H 1.00 -28.91 4.87  C254 1.080

Calculated values
* M: 1339.17 g/mol
* lowest unoccupied orbital energy: -0.2071 Ha
* charge: +4
* E: -122919.9226 eV
* F_max: 4.11 eV/A
* gap between HOMO and LUMO: 8.3 eV